Formula: C3H6N2O
Source: OMol25
Level of theory: wB97M-V/def2-TZVPD

Values from the calculation:
- spin multiplicity = 1
- relative energy (zero: lowest compared OMol25 entry of this formula, charge and spin) (kcal per mole) = 43.7
- orbital gap (eV) = 10.31
- E_LUMO (eV) = 0.72
- SMILES = C/N=C(\N)C=O

Geometry (Å):
C1 1.888068 -0.442910 0.626396
H1 -0.438950 0.744657 -1.758881
H2 1.248269 0.676813 -2.048241
N1 -0.301211 -0.245629 0.695526
O1 3.059930 -0.445013 0.355676
N2 0.482600 0.504282 -1.417936
H3 -2.121240 -0.613338 -0.294958
H4 -1.946099 1.026147 0.423426
H5 1.370946 -0.765901 1.561604
C2 0.619958 -0.006560 -0.153625
C3 -1.701471 -0.038048 0.541626
H6 -2.160801 -0.394499 1.469387

Forces on atoms 1 to 3 (eV/Å):
0.28 0.12 -0.35
0.27 -0.11 0.20
0.10 -0.15 0.34